C3H7N3 in the gas phase in a non-equilibrium geometry. Source: OMol25; level of theory: ωB97M-V with the def2-TZVPD basis set.

Last column: natural (NBO) charge in e.
CARTESIAN COORDINATES (ANGSTROEM)
H -1.9894 -1.1871 1.0382  0.326
N -2.2132 -0.3454 0.4818  -0.790
C -1.0297 0.0294 -0.0017  0.572
N -0.7905 1.2808 -0.3741  -0.828
N -0.2050 -0.9601 -0.2912  -0.646
C 1.1138 -0.6164 -0.1963  -0.012
C 1.5628 0.4766 0.6349  -0.540
H 0.1382 1.3308 -1.0016  0.411
H -1.6804 1.6587 -0.5982  0.419
H -0.4574 -1.8665 -0.4692  0.414
H 1.7758 -1.3786 -0.8227  0.214
H 2.7166 0.3167 0.4927  0.221
H 1.0585 1.2610 1.1073  0.239

Summary:
- Orbital gap: 0.335 hartree
- Structure (SMILES): [H]/N=C(/N)NC=C
- Energy above the lowest of the compared OMol25 structures with the same formula, charge and spin: 64.0 kcal per mole
- LUMO energy: 0.668 eV
- DFT total energy: -7691.903 eV

---

2 unconnected molecules or ions with the total composition C3H7N3O in a non-equilibrium geometry. Source: OMol25; level of theory: ωB97M-V with the def2-TZVPD basis set.

Last column: natural (NBO) charge in e.
CARTESIAN COORDINATES (ANGSTROEM)
H -0.8916 2.1435 -0.6838  0.348
N -0.8201 1.1260 -0.6215  -0.399
N -1.1162 0.7520 0.5495  0.047
N -1.5790 -0.3547 0.9425  -0.227
C -2.6303 -1.0329 0.7316  -0.109
H -2.9444 -1.7193 1.5014  0.185
H -3.0925 -1.1160 -0.2438  0.169
C 1.8467 -0.3475 -0.8474  -0.753
C 2.0406 0.4481 0.4006  0.472
O 2.9885 1.1228 0.6651  -0.523
H 2.5159 -0.0216 -1.6407  0.231
H 1.9371 -1.4064 -0.6114  0.238
H 0.8244 -0.1538 -1.1913  0.252
H 0.9211 0.5599 1.0492  0.068

Summary:
- Orbital gap: 0.311 hartree
- Structure (SMILES): [H]/N=N/N=C.CC=O
- Energy above the lowest of the compared OMol25 structures with the same formula, charge and spin: 137.0 kcal per mole
- LUMO energy: -0.629 eV
- DFT total energy: -9737.092 eV